Record 1
69
Properties=species:S:1:pos:R:3:mulliken_charge:R:1 method="wB97M-V/def2-TZVPD" molar_mass_g_mol=642.3 homo_ev=-9.25 largest_force_ev_per_a=5.16
C -0.85618 4.75702 -0.91829 -0.9495
C -2.16731 4.02971 -0.32660 -0.4643
C -2.61744 2.74469 -1.22885 -0.5126
C -2.29440 1.42830 -0.37346 -0.5328
C -3.20422 0.17375 -0.88698 -0.3948
C -3.57101 -0.75542 0.38435 -0.2694
C -3.69495 -2.30125 -0.04317 -0.7968
C -2.57020 -3.26026 0.59729 0.4537
C -2.42008 -3.10846 2.20401 -0.7200
C -0.88161 -3.08897 2.68799 -0.8827
C -0.08336 -1.76838 2.15923 0.1179
C 1.02526 -2.29346 1.12019 -1.2275
C 1.66928 -1.15699 0.20697 -0.1884
C 1.35598 -0.95324 -1.32371 0.5947
C 0.29039 -1.90927 -2.02258 0.7453
C 0.73858 -2.50884 -3.44050 0.3785
C -0.36778 -2.00907 -4.52415 -1.0554
F 0.63619 -3.96751 -3.46776 -0.3866
C 2.12453 0.21264 -2.02225 1.4119
C 1.91309 0.53132 -3.57817 -1.1800
C 3.13600 1.15522 -1.27387 -1.0327
C 3.42646 0.99412 0.23191 -0.3209
C 2.67183 -0.19256 0.88664 -0.0633
C 3.18751 -0.09419 2.38381 0.1337
O 2.90357 -0.78920 3.38654 -0.6209
N 4.12677 1.05672 2.50077 -0.0774
C 4.34640 1.80562 1.24001 0.2390
O 5.02549 2.82488 1.02132 -0.5506
H -1.10357 5.38394 -1.84228 0.2782
H -0.41779 5.46667 -0.12877 0.3186
H -0.02444 4.00060 -1.15606 0.1869
H -1.93275 3.67209 0.73685 0.2993
H -3.05118 4.76112 -0.25658 0.2816
H -3.72077 2.86998 -1.48730 0.3684
H -1.99145 2.80430 -2.19954 0.2396
H -2.61412 1.59075 0.72605 0.3505
H -1.17770 1.17624 -0.36942 0.0490
H -2.63368 -0.42559 -1.67229 0.0366
H -4.19830 0.57286 -1.29349 0.3396
H -4.57682 -0.42578 0.81971 0.2150
H -2.77816 -0.55238 1.18250 0.1053
H -3.54070 -2.34973 -1.18390 0.3558
H -4.76075 -2.66122 0.15743 0.3830
H -1.54166 -3.15721 0.09168 -0.5565
H -2.90975 -4.33921 0.38036 0.3970
H -2.93547 -2.18029 2.62742 0.3129
H -2.92870 -4.03844 2.66536 0.3810
H -0.40949 -4.06057 2.29796 0.3450
H -0.83433 -3.15676 3.83920 0.3795
H 0.46517 -1.36071 3.08852 0.4533
H -0.77679 -0.96957 1.73633 -0.1124
H 1.89040 -2.71863 1.76035 0.3840
H 0.59387 -3.18132 0.55213 0.7503
H -0.03720 -2.80048 -1.37632 -0.0955
H -0.66624 -1.28124 -2.17701 -0.6509
H 1.79915 -2.21576 -3.76208 0.1966
H -0.05500 -2.20677 -5.60063 0.3034
H -0.61446 -0.89189 -4.36118 0.1969
H -1.35146 -2.56173 -4.27001 0.3296
H 2.44431 1.52918 -3.81666 0.3868
H 0.82520 0.55632 -3.90969 0.0941
H 2.52078 -0.26777 -4.15252 0.3093
H 3.64215 1.99874 -1.85520 0.2315
H 5.05078 0.84514 2.90383 0.3282
C 4.08549 3.68915 5.10404 0.0283
Br 2.31707 4.40137 5.46218 -0.0127
Br 4.98903 4.67592 3.70063 -0.0142
Br 5.15941 3.58094 6.71614 -0.0222
H 3.95113 2.67086 4.74156 0.0014

Record 2
80
Properties=species:S:1:pos:R:3:mulliken_charge:R:1 method="wB97M-V/def2-TZVPD" molar_mass_g_mol=786.8 charge=-1 relative_energy_kj_mol=0.0 homo_ev=-4.53 largest_force_ev_per_a=3.60
C -3.82952 0.88861 3.61293 -1.6479
C -2.40502 1.11378 3.09490 1.0202
F -1.78587 1.84325 4.10916 -0.4706
C -1.72840 -0.21266 2.81651 -1.6594
P -0.72234 -0.44721 1.23038 0.6261
O -1.82987 0.33543 0.14140 -0.8647
C -3.22740 0.27223 0.19019 -0.5090
C -3.92745 -0.14146 -1.11013 0.9704
C -3.91328 0.97628 -2.14420 -1.8959
C -5.39918 -0.50271 -0.81660 0.2103
C -5.53390 -1.82270 -0.04761 -1.4627
C -6.20261 0.63135 -0.14288 -1.6777
P -1.81088 -2.34583 0.54362 0.3183
O -1.38729 -2.59210 -1.04155 -0.4372
Br -1.05396 -4.23583 1.49740 -0.4039
C 0.18826 1.33794 1.25795 0.3608
F -0.68812 2.29199 0.81321 -0.3042
F 1.14998 1.41714 0.34079 -0.2344
C 0.74026 1.90537 2.58759 -0.1945
F 0.85788 1.06164 3.63079 -0.2654
F 1.96822 2.44985 2.38875 -0.2704
O 0.37949 -0.78122 -0.10893 -0.2763
C 1.41899 -1.62351 0.15181 -0.8714
F 1.39060 -2.83954 -0.45445 -0.3459
C 1.69557 -1.55965 1.66779 1.0173
P 3.21651 -0.50142 2.01395 0.1851
O 3.61360 0.44016 0.95170 -0.5217
P 2.27113 -3.07398 2.74230 -0.0014
O 1.00696 -3.33691 3.76123 -0.3449
Cl 2.40964 -4.78425 1.56713 -0.2399
O 0.47516 -1.22250 2.25838 -0.3255
H -3.78178 0.53237 4.63433 0.4233
H -4.41990 1.78797 3.51963 0.3919
H -4.34186 0.14282 3.02102 0.3163
H -2.52446 1.79524 2.26204 0.0917
H -2.48543 -0.98643 2.79640 0.8207
H -1.10637 -0.47634 3.65256 1.0087
H -3.56537 1.30926 0.30739 0.4562
H -3.74029 -0.23848 1.00000 -0.0599
H -3.49955 -1.04257 -1.53884 0.2634
H -2.95618 1.10700 -2.62955 0.3557
H -4.61266 0.70325 -2.92924 0.5124
H -4.28991 1.89655 -1.71900 0.3637
H -5.84888 -0.66101 -1.79088 0.7966
H -4.62988 -2.40810 -0.10438 0.1690
H -6.41545 -2.38151 -0.33229 0.4350
H -5.65353 -1.58172 1.00554 0.3457
H -6.75295 0.23443 0.69644 0.4161
H -5.59371 1.43702 0.24948 0.3708
H -6.88190 1.07574 -0.85720 0.3077
H -1.46791 -1.74956 -1.51376 0.3595
H 0.12330 2.73943 2.89498 0.3784
H 2.23289 -1.10563 -0.35773 0.5640
H 3.11865 0.03770 3.31202 0.0492
H 4.26123 -1.44642 2.12671 0.1043
H 0.76560 -4.26713 3.61810 0.2583
C 7.06956 5.13069 -0.51864 -0.4190
C 7.00792 4.47972 0.70579 -0.3385
C 6.04704 3.50149 0.92552 -0.5033
C 5.15141 3.16548 -0.07978 -0.1428
C 5.21650 3.81552 -1.30488 -0.5687
C 6.17170 4.79963 -1.52387 -0.3273
H 7.81704 5.89596 -0.68941 0.3399
H 7.70972 4.73592 1.49035 0.3457
H 5.99419 2.99754 1.88211 0.3714
H 4.40616 2.39865 0.09356 0.5635
H 4.51923 3.55356 -2.09040 0.3833
H 6.21701 5.30864 -2.47907 0.3466
C 1.99769 -3.59457 -5.56952 -0.3364
C 2.81694 -2.47984 -5.68183 -0.2928
C 2.76632 -1.48171 -4.71799 -0.6933
C 1.90243 -1.60234 -3.63801 -0.3059
C 1.08544 -2.71845 -3.52329 -0.1524
C 1.13059 -3.71240 -4.49111 -0.6371
H 2.03529 -4.37244 -6.32261 0.3468
H 3.49555 -2.38859 -6.52122 0.3450
H 3.40131 -0.60916 -4.80779 0.3698
H 1.86473 -0.82619 -2.88300 0.5366
H 0.41544 -2.81167 -2.67908 0.4094
H 0.48996 -4.58088 -4.40311 0.3774